{"formula": "C33H38KN13O8P2S3", "method": "the ωB97M-V functional and the def2-TZVPD basis", "de_lowest_kj_mol": 14.94, "energy_ev": -138005.866, "charge": -2, "species": ["K", "C", "C", "N", "N", "C", "N", "S", "C", "C", "C", "C", "C", "N", "H", "H", "H", "H", "H", "H", "H", "H", "H", "H", "N", "C", "C", "P", "O", "O", "O", "P", "O", "O", "O", "H", "H", "H", "H", "H", "H", "H", "H", "S", "C", "N", "N", "C", "C", "C", "C", "C", "C", "N", "N", "C", "C", "C", "C", "C", "C", "H", "H", "H", "H", "H", "H", "H", "H", "H", "H", "H", "N", "C", "C", "C", "C", "C", "C", "S", "O", "O", "N", "C", "N", "C", "C", "C", "N", "H", "H", "H", "H", "H", "H", "H", "H", "H"], "coordinates": [[0.9746, 0.3677, -0.3110], [1.2329, -2.1021, 4.5506], [0.2549, -1.3391, 3.7091], [0.2664, -0.0751, 3.5581], [1.3662, 0.5624, 4.1317], [1.3367, 1.9639, 4.1018], [2.3282, 2.5006, 3.3616], [0.2580, 2.8372, 4.9844], [-0.6827, -2.1152, 2.8415], [-1.6502, -2.9788, 3.3379], [-2.3547, -3.7547, 2.4293], [-2.0294, -3.6748, 1.0851], [-1.0267, -2.7977, 0.6918], [-0.3793, -2.0164, 1.5527], [1.4757, -1.5447, 5.4565], [2.1609, -2.2745, 3.9941], [0.8302, -3.0806, 4.8110], [2.2574, 0.1718, 3.8441], [2.6110, 2.0087, 2.5215], [2.2967, 3.5043, 3.2518], [-1.8546, -3.0253, 4.4003], [-3.1425, -4.4160, 2.7702], [-2.5489, -4.2566, 0.3357], [-0.7610, -2.6956, -0.3522], [1.6293, 2.8165, -2.7984], [0.9681, 3.6003, -1.6871], [0.8082, 5.0305, -2.1806], [-0.7140, 2.8487, -1.2377], [-0.8088, 1.7956, -2.4628], [-1.7181, 3.9285, -1.3487], [-0.5071, 2.0962, 0.0496], [2.1992, 3.5240, -0.2787], [1.2757, 4.0689, 0.9250], [3.2888, 4.4947, -0.5696], [2.5485, 2.0743, -0.0637], [1.0432, 2.8154, -3.6321], [1.8014, 1.8203, -2.5575], [2.5408, 3.2339, -2.9959], [0.2321, 5.0539, -3.1106], [1.7848, 5.5011, -2.3159], [0.2368, 5.5941, -1.4477], [-1.1580, 0.8926, -2.2419], [0.4991, 3.4707, 0.9984], [-1.4767, -1.2953, -2.3812], [-3.0618, -1.4079, -1.7629], [-3.8885, -2.3702, -2.0082], [-5.1283, -2.2443, -1.3252], [-6.1481, -1.4687, -1.7967], [-7.4357, -1.6084, -1.2484], [-8.4755, -0.8050, -1.6737], [-8.2765, 0.1622, -2.6547], [-7.0053, 0.2981, -3.1978], [-5.9493, -0.5001, -2.7892], [-3.4960, -0.2762, -0.9694], [-3.2231, -0.4257, 0.2254], [-3.6975, 0.6688, 1.0401], [-4.9525, 1.2201, 0.8358], [-5.3810, 2.2418, 1.6706], [-4.5532, 2.7056, 2.6855], [-3.2955, 2.1461, 2.8722], [-2.8672, 1.1101, 2.0563], [-5.3917, -3.0999, -0.8683], [-7.5991, -2.3441, -0.4681], [-9.4548, -0.9293, -1.2247], [-9.0881, 0.8028, -2.9742], [-6.8202, 1.0523, -3.9537], [-4.9635, -0.3693, -3.2121], [-5.5696, 0.8544, 0.0241], [-6.3586, 2.6827, 1.5168], [-4.8852, 3.5116, 3.3294], [-2.6341, 2.5157, 3.6448], [-1.8830, 0.6766, 2.1788], [8.7282, 0.7831, -2.0299], [7.3975, 0.3245, -2.0581], [7.0463, -0.7648, -2.8499], [5.7281, -1.1926, -2.9068], [4.7594, -0.5288, -2.1760], [5.0939, 0.5650, -1.3840], [6.4099, 0.9895, -1.3330], [3.0690, -1.0520, -2.2259], [2.3216, 0.1764, -2.5026], [2.9562, -2.0760, -3.2325], [2.6666, -1.4684, -0.7549], [3.2197, -2.5729, -0.2007], [4.1800, -3.2768, -0.8369], [4.6284, -4.3647, -0.2358], [4.1763, -4.7969, 0.9987], [3.2397, -3.9659, 1.6032], [2.7706, -2.8688, 1.0474], [9.4065, 0.0581, -2.2063], [8.9565, 1.2914, -1.1894], [7.8113, -1.2794, -3.4222], [5.4380, -2.0488, -3.5000], [4.3207, 1.0988, -0.8392], [6.6708, 1.8539, -0.7323], [5.3989, -4.9185, -0.7682], [4.5390, -5.7005, 1.4668], [2.8563, -4.1994, 2.5954]], "forces_ev_per_angstrom": [[-0.76, -2.08, 0.56], [0.08, -0.11, 0.00], [-0.08, 0.13, 0.00], [-0.04, -0.13, 0.06], [0.03, 0.26, 0.14], [0.21, -0.15, -0.07], [-0.01, 0.06, 0.03], [-0.18, 0.03, 0.00], [0.32, -0.06, 0.18], [-0.03, 0.05, -0.04], [0.02, 0.01, -0.04], [-0.01, -0.02, 0.04], [-0.16, 0.02, 0.15], [-0.08, -0.02, -0.37], [-0.01, 0.02, -0.01], [-0.02, 0.03, -0.04], [-0.02, 0.01, -0.01], [-0.07, -0.02, -0.19], [0.02, 0.02, -0.10], [-0.02, -0.04, -0.03], [0.00, 0.02, 0.01], [0.00, 0.00, 0.00], [0.00, -0.01, 0.00], [0.01, 0.00, 0.00], [0.02, -0.09, 0.06], [0.10, -0.02, 0.12], [-0.01, -0.01, -0.04], [-0.18, 0.27, -0.15], [0.10, 0.05, 0.19], [0.05, 0.02, -0.04], [-0.89, 1.17, 0.16], [-0.04, 0.26, 0.04], [0.04, 0.00, 0.08], [-0.02, -0.01, -0.04], [0.65, 0.95, 0.24], [-0.03, -0.02, 0.03], [0.08, 0.04, 0.01], [-0.02, 0.02, -0.05], [-0.03, 0.01, 0.01], [0.00, 0.00, -0.02], [0.03, 0.01, 0.02], [0.01, 0.01, -0.21], [0.02, -0.05, 0.01], [-0.09, 0.15, -0.21], [0.11, 0.15, 0.07], [0.00, -0.15, -0.02], [0.10, 0.07, 0.26], [-0.17, -0.03, -0.13], [0.02, 0.00, -0.03], [-0.03, 0.03, 0.00], [0.02, -0.03, 0.03], [0.01, 0.01, -0.02], [-0.01, 0.05, 0.01], [0.17, -0.39, 0.12], [-0.19, 0.56, 0.07], [0.20, -0.38, -0.22], [-0.06, 0.11, 0.00], [0.01, -0.03, -0.02], [0.00, 0.01, 0.01], [0.02, -0.03, -0.01], [-0.01, 0.05, 0.08], [-0.02, -0.03, -0.08], [0.00, -0.01, 0.00], [0.00, 0.00, 0.00], [-0.01, 0.00, -0.01], [-0.01, 0.00, 0.00], [-0.04, 0.00, -0.01], [0.00, -0.02, 0.00], [0.00, 0.01, 0.02], [0.00, 0.01, -0.01], [0.02, 0.02, 0.03], [0.00, -0.01, 0.00], [0.02, 0.02, -0.02], [0.02, 0.00, 0.02], [-0.01, -0.03, -0.02], [0.02, -0.02, 0.07], [0.08, 0.05, 0.05], [0.02, 0.04, -0.16], [-0.01, 0.00, 0.01], [0.17, -0.06, -0.35], [0.04, -0.20, -0.22], [0.03, 0.04, 0.00], [0.52, -0.68, -0.21], [-0.09, 0.37, 0.10], [0.06, -0.14, 0.00], [0.02, 0.00, -0.01], [-0.01, -0.01, 0.00], [0.01, 0.00, -0.01], [0.04, -0.07, 0.06], [-0.01, -0.01, 0.01], [-0.01, 0.00, 0.00], [0.00, 0.00, 0.00], [-0.01, -0.01, -0.01], [-0.01, -0.01, 0.06], [0.00, 0.00, 0.00], [0.00, 0.00, -0.01], [0.01, 0.00, 0.01], [0.00, -0.01, 0.00]]}


{"formula": "C33H38MnN4", "method": "the ωB97M-V functional and the def2-TZVPD basis", "spin_multiplicity": 6, "energy_ev": -72113.450, "charge": -2, "species": ["Mn", "N", "N", "C", "C", "C", "C", "H", "H", "H", "C", "C", "H", "H", "H", "C", "C", "H", "H", "H", "C", "H", "H", "H", "C", "H", "H", "H", "C", "H", "C", "H", "C", "H", "C", "H", "C", "C", "H", "C", "C", "H", "C", "H", "N", "C", "C", "C", "H", "C", "C", "H", "H", "H", "C", "H", "C", "C", "H", "H", "H", "C", "H", "H", "H", "C", "C", "C", "N", "C", "C", "H", "H", "H", "H", "H"], "coordinates": [[-0.0725, -0.1281, 0.1050], [0.8888, -3.3270, 4.7022], [-0.4251, -2.7366, -1.4908], [0.9714, 1.7708, 0.1505], [2.0398, 0.8395, 0.4588], [2.1751, 0.8194, 1.9051], [3.2985, 0.4246, 2.5966], [4.0719, -0.1765, 2.1180], [2.3655, -1.5070, 3.7712], [3.3929, 0.6637, 3.6534], [0.9691, 1.4039, 2.4447], [0.6359, 1.4156, 3.8839], [1.2539, 2.1266, 4.4546], [0.7991, 0.4205, 4.3225], [-0.4168, 1.6805, 4.0561], [0.2734, 2.0365, 1.4098], [-0.7684, 3.0810, 1.5864], [-1.5550, 2.7691, 2.2889], [-1.2439, 3.3309, 0.6299], [-0.3328, 4.0155, 1.9816], [3.1957, 0.5214, -0.4087], [3.9994, 1.2676, -0.2735], [2.9269, 0.5149, -1.4726], [3.6323, -0.4583, -0.1569], [0.9007, 2.5942, -1.0824], [-0.1332, 2.8954, -1.2984], [1.2701, 2.0345, -1.9552], [1.5113, 3.5098, -0.9759], [0.0128, -4.2143, 5.1360], [0.2296, -4.5657, 6.1472], [-1.0730, -4.6850, 4.3827], [-1.7227, -5.4077, 4.8569], [-1.1768, -4.2889, 3.0436], [-1.9978, -4.6715, 2.4416], [-0.2096, -3.4509, 2.5079], [-0.1833, -3.1612, 1.4486], [0.8093, -2.9307, 3.3951], [1.7583, -1.9789, 2.9966], [2.0225, -1.9903, 1.9305], [-0.2434, -1.4107, -1.5297], [0.1063, -3.3310, -2.6212], [0.0643, -4.4045, -2.8182], [0.6480, -2.3396, -3.3993], [1.0740, -2.4039, -4.3832], [0.2640, -1.1292, -2.8038], [0.1421, 0.1177, -3.4407], [1.1604, 0.5759, -4.2957], [0.9059, 1.6907, -5.1040], [1.6820, 2.0222, -5.8061], [-0.2929, 2.3976, -5.0040], [-0.5499, 3.5546, -5.9195], [-1.1139, 4.3426, -5.4088], [-1.1430, 3.2381, -6.7889], [0.3923, 3.9738, -6.2915], [-1.2397, 1.9993, -4.0577], [-2.1397, 2.6049, -3.9187], [-1.0603, 0.8415, -3.2931], [-2.1502, 0.3983, -2.3794], [-2.5715, -0.5912, -2.6074], [-2.9751, 1.1181, -2.4157], [-1.8120, 0.3686, -1.3203], [2.5142, -0.0583, -4.3527], [2.5259, -1.0213, -4.8875], [2.9505, -0.1933, -3.3520], [3.1708, 0.6400, -4.8935], [-4.1851, -0.5017, 3.0366], [-4.1131, 0.2123, 1.8443], [-2.8770, 0.3702, 1.2179], [-1.7452, -0.2202, 1.6676], [-1.7877, -0.7671, 2.9116], [-2.9909, -0.9660, 3.5917], [-5.1460, -0.6775, 3.5247], [-4.9832, 0.6624, 1.3704], [-2.7717, 0.9920, 0.3281], [-0.8375, -1.0778, 3.3571], [-2.9651, -1.4844, 4.5507]], "forces_ev_per_angstrom": [[1.06, 0.42, 1.48], [-0.60, -0.91, 1.17], [0.31, -0.45, 0.84], [-1.25, -0.40, 0.57], [-0.74, -0.34, 0.63], [0.83, -0.12, -0.29], [0.14, 0.70, -0.11], [-0.06, 0.29, 0.19], [-0.04, -0.46, -0.60], [-0.09, -0.49, -0.03], [-0.17, 0.33, -0.70], [-0.21, -0.11, 0.46], [-0.02, 0.00, 0.03], [0.06, 0.13, -0.02], [0.10, 0.05, 0.00], [1.36, 0.18, -0.68], [-0.40, 0.14, -0.03], [0.03, 0.08, -0.08], [-0.06, -0.02, 0.09], [-0.10, -0.16, -0.02], [0.34, -0.05, -0.29], [0.13, -0.04, -0.01], [0.03, -0.04, 0.14], [-0.13, 0.23, -0.14], [-0.03, 0.36, -0.22], [0.20, 0.10, -0.11], [-0.09, 0.29, 0.19], [-0.03, 0.02, -0.23], [0.09, 0.68, -0.60], [-0.43, -0.11, 0.04], [0.14, -0.47, 1.23], [-0.27, -0.09, -0.19], [0.88, 0.58, -0.77], [0.10, 0.07, -0.12], [-0.73, -0.84, 0.27], [-0.19, -0.11, 0.44], [1.70, 1.57, -0.96], [-1.14, -1.58, -0.15], [-0.16, 0.73, 0.46], [-0.41, -1.59, -0.96], [0.27, 1.34, 0.10], [0.14, 0.45, 0.23], [-1.34, -0.25, -0.48], [-0.03, 0.13, -0.11], [1.07, -0.45, 0.54], [0.15, 0.06, -0.49], [-0.57, 0.32, -0.10], [-0.20, -0.13, 0.35], [-0.30, -0.07, 0.28], [0.26, -0.22, 0.17], [-0.14, 0.25, -0.16], [0.11, -0.04, -0.10], [0.09, 0.09, 0.10], [-0.20, 0.00, 0.06], [0.41, -0.20, -0.07], [0.17, -0.26, -0.07], [0.37, 0.20, -0.55], [-0.78, 0.32, 0.80], [0.38, 0.16, 0.04], [0.00, 0.03, -0.16], [-0.32, 0.00, -0.92], [0.58, 0.05, -0.24], [0.05, 0.34, 0.27], [-0.28, -0.18, -0.30], [-0.03, -0.31, 0.10], [0.40, -0.14, 0.00], [0.24, 0.31, -0.26], [0.18, -0.75, 0.49], [-0.69, 0.58, 0.79], [-0.05, -0.20, -0.80], [-0.18, 0.29, 0.04], [0.29, 0.05, -0.09], [0.07, -0.09, 0.22], [-0.11, -0.34, 0.11], [-0.15, -0.01, -0.44], [-0.01, 0.12, -0.28]]}


{"formula": "C33H38N5Yb", "method": "the ωB97M-V functional and the def2-TZVPD basis", "de_lowest_kj_mol": 0.00, "spin_multiplicity": 2, "energy_ev": -73809.906, "charge": 2, "species": ["Yb", "C", "C", "C", "C", "C", "H", "H", "H", "H", "H", "N", "C", "C", "C", "C", "C", "N", "C", "C", "C", "C", "C", "N", "H", "H", "H", "H", "H", "H", "H", "H", "H", "C", "C", "C", "C", "C", "C", "C", "N", "C", "C", "C", "C", "C", "C", "C", "N", "C", "C", "C", "C", "H", "H", "H", "H", "H", "H", "H", "H", "H", "H", "H", "H", "H", "H", "H", "H", "H", "H", "H", "H", "H", "H", "H", "H"], "coordinates": [[-0.9222, -0.4016, -2.0898], [-0.4857, -1.1114, -4.4960], [-0.3098, 0.2902, -4.4641], [0.8263, 0.5753, -3.6711], [1.3493, -0.6489, -3.2081], [0.5400, -1.6910, -3.7186], [-1.2606, -1.6397, -5.0325], [-0.9116, 1.0076, -5.0012], [1.2307, 1.5548, -3.4617], [2.2175, -0.7711, -2.5773], [0.7112, -2.7476, -3.5683], [-4.1144, -0.6500, -0.7775], [-3.7119, -1.9273, -1.1658], [-4.4808, -3.0187, -0.7419], [-4.0956, -4.2863, -1.1067], [-2.9621, -4.4569, -1.9068], [-2.2681, -3.3370, -2.2763], [-2.6068, -2.0795, -1.8949], [-4.0428, 0.5417, -1.4989], [-5.0916, 1.4588, -1.3535], [-5.0362, 2.6502, -2.0356], [-3.9450, 2.9138, -2.8680], [-2.9646, 1.9634, -2.9545], [-2.9817, 0.7934, -2.2668], [-4.9018, -0.6701, -0.1473], [-5.3729, -2.8552, -0.1528], [-4.6810, -5.1402, -0.7932], [-2.6407, -5.4334, -2.2365], [-1.3908, -3.4066, -2.9065], [-5.9378, 1.2153, -0.7257], [-5.8408, 3.3667, -1.9395], [-3.8707, 3.8294, -3.4351], [-2.1007, 2.1139, -3.5883], [2.3009, -2.4579, 4.2187], [2.7957, -2.9654, 2.8562], [4.2141, -2.4369, 2.5892], [2.8306, -4.4920, 2.8768], [1.8729, -2.4339, 1.7710], [1.1713, -3.2532, 0.8939], [0.3660, -2.6831, -0.0707], [0.2090, -1.3636, -0.2231], [0.8750, -0.5496, 0.6238], [1.7007, -1.0579, 1.6085], [0.6818, 0.9151, 0.4254], [1.3164, 1.8541, 1.2166], [1.1267, 3.2217, 1.0113], [0.2677, 3.5773, -0.0225], [-0.3302, 2.5902, -0.7788], [-0.1396, 1.2816, -0.5812], [1.8420, 4.2344, 1.8910], [3.3571, 4.0419, 1.7185], [1.4508, 3.9830, 3.3546], [1.4780, 5.6702, 1.5179], [2.9549, -2.8356, 5.0044], [1.2878, -2.8034, 4.4291], [2.3124, -1.3689, 4.2811], [4.8906, -2.8097, 3.3580], [4.2559, -1.3470, 2.6165], [4.5871, -2.7708, 1.6200], [3.4991, -4.8243, 3.6700], [3.2084, -4.9070, 1.9408], [1.8477, -4.9211, 3.0797], [1.2412, -4.3288, 0.9457], [-0.1776, -3.3168, -0.7605], [2.2281, -0.3858, 2.2664], [1.9740, 1.5317, 2.0074], [0.0562, 4.6102, -0.2525], [-0.9923, 2.8646, -1.5905], [3.6792, 3.0449, 2.0227], [3.8874, 4.7617, 2.3417], [3.6631, 4.2008, 0.6836], [1.7420, 2.9878, 3.6934], [0.3763, 4.0967, 3.5055], [1.9582, 4.7056, 3.9937], [1.7663, 5.9143, 0.4940], [2.0100, 6.3568, 2.1752], [0.4110, 5.8662, 1.6383]], "forces_ev_per_angstrom": [[-0.12, 0.07, 0.40], [-0.06, 0.00, -0.03], [-0.05, 0.01, -0.04], [-0.03, 0.02, 0.00], [0.05, -0.04, 0.00], [0.09, -0.03, 0.07], [0.04, 0.00, -0.05], [0.05, -0.02, -0.06], [0.02, 0.00, -0.05], [0.03, -0.01, -0.05], [0.03, 0.01, -0.04], [0.03, 0.00, 0.04], [-0.09, -0.03, 0.04], [0.08, 0.04, -0.05], [0.03, -0.01, -0.02], [-0.09, 0.06, 0.03], [-0.03, 0.05, -0.06], [0.14, -0.10, -0.02], [-0.09, 0.04, 0.03], [0.09, -0.04, -0.04], [0.03, 0.01, -0.01], [-0.07, -0.07, 0.04], [0.00, -0.06, 0.00], [0.07, 0.15, -0.02], [0.00, 0.00, 0.00], [-0.01, 0.00, 0.00], [0.00, 0.00, 0.00], [-0.01, -0.01, -0.01], [-0.02, -0.04, -0.01], [-0.01, 0.00, 0.01], [0.00, 0.00, 0.00], [-0.01, 0.00, -0.01], [-0.03, 0.03, -0.01], [0.01, 0.02, 0.03], [-0.01, 0.00, -0.03], [0.01, 0.03, 0.01], [-0.01, -0.04, 0.01], [0.04, -0.01, 0.03], [-0.06, 0.01, -0.03], [0.03, 0.02, 0.01], [-0.05, 0.02, -0.02], [0.05, -0.02, 0.00], [-0.06, 0.00, -0.04], [0.07, 0.00, 0.02], [-0.07, -0.03, -0.06], [0.00, 0.02, 0.03], [-0.05, -0.02, -0.03], [0.02, 0.02, -0.01], [-0.03, -0.04, -0.02], [0.01, -0.01, -0.04], [0.01, -0.02, 0.02], [0.01, -0.01, 0.03], [-0.01, 0.03, 0.00], [0.01, -0.01, 0.00], [-0.01, -0.01, -0.01], [0.00, 0.00, 0.00], [0.00, -0.01, 0.01], [0.00, 0.00, 0.00], [0.00, -0.01, -0.01], [0.00, 0.00, 0.01], [0.01, 0.01, -0.01], [-0.01, 0.01, 0.01], [0.01, -0.01, 0.00], [0.00, 0.00, 0.00], [0.00, 0.00, 0.01], [0.01, 0.00, 0.02], [0.01, 0.01, 0.00], [0.00, 0.00, 0.01], [0.01, -0.01, 0.00], [0.00, 0.01, 0.00], [-0.01, 0.00, -0.01], [0.00, 0.00, 0.00], [-0.01, 0.00, -0.01], [0.00, 0.01, 0.00], [0.01, -0.01, -0.01], [0.00, 0.00, 0.01], [-0.01, -0.01, 0.01]]}